This record from the Open Molecules 2025 dataset describes a molecular structure, C11H15LuNP in a non-equilibrium geometry. The level of theory is ωB97M-V/def2-TZVPD.

Structure (XYZ):
```
29
Properties=species:S:1:pos:R:3
C 1.46374 2.73508 -1.43454
C 2.61508 2.28394 -2.16272
C 2.33607 1.39555 -3.22680
C 0.92250 1.24475 -3.29564
C 0.24745 1.88472 -2.22896
Lu 1.44626 0.60165 -1.09122
P 0.99680 1.38193 1.51074
H 1.92276 3.36619 -0.61634
H 3.71172 2.45279 -1.75715
H 3.01302 0.92434 -3.90630
H -0.87387 1.79724 -2.22537
H 0.47750 0.51916 -4.09209
H -0.22038 1.95961 1.94309
H 1.73138 2.45671 2.06470
H 1.20279 0.40852 2.53911
N -0.76944 -0.55417 -0.58154
C -1.23793 -1.31020 0.57587
C -2.24722 -0.87528 1.42899
C -2.65468 -1.64769 2.49550
C -1.98124 -2.86402 2.80169
C -0.82677 -3.18031 2.04627
C -0.43978 -2.42229 0.94490
H -1.43979 0.21905 -0.80568
H -0.81445 -1.10248 -1.45167
H -2.85900 0.02626 1.22983
H -3.50967 -1.37996 3.08787
H -2.34278 -3.51952 3.59726
H -0.27255 -4.07701 2.25793
H 0.40250 -2.72455 0.35230
```

Results
LUMO (alpha / beta) in eV: 0.05 / 0.05
HOMO-LUMO gap (alpha / beta) in eV: 4.08 / 4.08
DFT total energy in eV: -56042.6595
E_HOMO (alpha / beta) in eV: -4.031 / -4.028

This record from the Open Molecules 2025 dataset describes a molecular structure, C11H15MoN2O6. The level of theory is ωB97M-V/def2-TZVPD.

Structure (XYZ):
```
35
Properties=species:S:1:pos:R:3
Mo -0.13193 -0.14197 -0.34503
O 0.14538 -4.16031 0.75550
C -0.12810 -3.03663 0.22519
O 0.37053 -1.93432 0.59667
C -1.10545 -2.99013 -0.87925
C -1.81623 -4.02216 -1.45535
C -2.71618 -3.69620 -2.47778
C -2.86499 -2.37652 -2.88805
C -2.10184 -1.40695 -2.25058
N -1.26059 -1.71879 -1.27441
C -2.11098 0.07098 -2.53234
O -2.77203 0.68845 -3.27019
O -1.14605 0.66256 -1.68282
H 0.76885 -4.12904 1.51017
H -1.67970 -5.04510 -1.12735
H -3.30057 -4.47781 -2.94750
H -3.55063 -2.09596 -3.67870
O 1.21680 -0.61641 -1.83209
H 1.20993 -0.18521 -2.70632
H 2.12471 -0.91871 -1.65287
C 0.01263 3.62182 0.98216
N 1.08587 3.03972 1.81058
C 1.77218 3.97717 2.72479
C 1.41268 1.79793 1.72223
C 2.48986 1.13860 2.51029
O 0.73892 1.04389 0.85242
H -0.04769 4.68175 1.20608
H -0.94078 3.15579 1.22812
H 0.24414 3.49832 -0.07451
H 1.01608 4.46302 3.33850
H 2.28439 4.72580 2.12156
H 2.48371 3.46132 3.35737
H 2.30130 1.23756 3.58026
H 3.45399 1.60379 2.29547
H 2.54179 0.08377 2.25776
```

Results
Total charge: +3
2S+1: 3
LUMO (alpha / beta) in eV: -12.23 / -12.47
HOMO-LUMO gap (alpha / beta) in eV: 7.89 / 8.22
⟨S²⟩: 2.01
DFT total energy in eV: -28744.0679
E_HOMO (alpha / beta) in eV: -20.116 / -20.693

This record from the Open Molecules 2025 dataset describes a molecular structure, C11H15MoNP in a non-equilibrium geometry. The level of theory is ωB97M-V/def2-TZVPD.

Structure (XYZ):
```
29
Properties=species:S:1:pos:R:3
C 0.71790 0.46878 -1.44679
C 0.07267 -0.01617 -2.60959
C -0.36609 -1.34539 -2.76200
C -0.31630 -2.19388 -1.63445
C 0.31295 -1.83146 -0.42768
Mo -0.72290 -0.13695 -0.33086
P -0.18354 2.16804 0.62155
H 1.36282 1.34269 -1.50394
H 0.01252 0.65133 -3.46956
H -0.67465 -1.72436 -3.74159
H 0.64471 -2.58872 0.28639
H -0.69537 -3.23017 -1.77181
H -1.13222 2.90082 1.41808
H 0.03268 3.15078 -0.36024
H 1.04609 2.51323 1.27838
C -0.86107 -1.60000 6.02312
C -0.64679 -1.27834 4.55058
C 0.24180 -0.28488 4.10538
C 0.37292 -0.04223 2.73455
N -0.52401 -0.53387 1.83473
C -1.26136 -1.60366 2.22657
C -1.36524 -1.97604 3.56320
H 0.07931 -1.85988 6.55239
H -1.32364 -0.76053 6.58585
H -1.54685 -2.46635 6.08770
H 0.82073 0.31859 4.82008
H 1.16158 0.60574 2.32439
H -1.75056 -2.15244 1.41884
H -2.04770 -2.78588 3.84323
```

Results
Total charge: +1
2S+1: 3
LUMO (alpha / beta) in eV: -3.46 / -3.82
Energy relative to the best compared isomer or geometry (same formula, charge and spin) in kcal/mol: 0.8
HOMO-LUMO gap (alpha / beta) in eV: 6.23 / 8.13
⟨S²⟩: 2.04
DFT total energy in eV: -24273.3642
E_HOMO (alpha / beta) in eV: -9.692 / -11.957

This record from the Open Molecules 2025 dataset describes 2 unconnected molecules or ions with the total composition C11H15N in a non-equilibrium geometry. The level of theory is ωB97M-V/def2-TZVPD.

Structure (XYZ):
```
27
Properties=species:S:1:pos:R:3
C 1.57980 -2.75897 -2.77129
C 0.56335 -3.76355 -3.27461
H 1.07204 -1.92816 -2.30317
H 2.20606 -3.25207 -2.02177
H 2.30525 -2.49209 -3.53996
H 0.94735 -4.75539 -3.54636
H 0.10722 -3.33835 -4.17520
H -0.20185 -4.05739 -2.55183
C 0.05000 1.56386 3.95176
C -0.43600 1.16120 1.41377
C -0.64864 1.89835 2.64608
C -1.14434 1.84041 0.43189
C -1.38605 3.01882 2.33369
C 0.42692 -0.39697 -0.22553
C -0.17987 0.36592 -1.24610
C 0.40305 0.02444 1.11084
C -0.93835 1.49914 -0.93815
N -1.63855 3.02263 0.96798
H 1.01743 -1.26291 -0.48508
H -0.14173 0.04822 -2.28216
H 1.02647 -0.36493 1.90375
H -1.37166 2.13557 -1.70784
H 0.51955 2.42675 4.41746
H 0.78813 0.78175 3.81101
H -1.70407 3.87654 2.90723
H -2.45783 3.41566 0.53582
H -0.76366 1.29152 4.63779
```

Results
Total charge: -1
2S+1: 2
LUMO (alpha / beta) in eV: 3.57 / 3.50
Energy relative to the best compared isomer or geometry (same formula, charge and spin) in kcal/mol: 13.0
HOMO-LUMO gap (alpha / beta) in eV: 2.78 / 6.37
⟨S²⟩: 0.77
DFT total energy in eV: -13139.0001
E_HOMO (alpha / beta) in eV: 0.798 / -2.878